A 10-piece molecular cluster, C15H50N6O10 overall in a non-equilibrium geometry, computed with ωB97M-V/def2-TZVPD.

Computed properties:
LUMO level in Eh: -0.0036
E in eV: -45776.6148
Energy relative to the best compared isomer or geometry (same formula, charge and spin) in kcal per mole: 184.8
HOMO-LUMO gap in eV: 8.415
SMILES: NC(N)=O.NC(N)=O.NC(N)=O.CCO.CCO.CCO.CCO.CCO.CO.CO
Molecular weight in g/mol: 474.60

CARTESIAN COORDINATES (ANGSTROEM)
N  -0.07889  2.78392  3.14030
C  -1.02661  2.33558  2.41883
N  -1.09994  2.93387  1.29203
O  -1.95966  1.33844  2.89085
H  -0.03727  2.37624  4.11596
H  0.41446  3.65264  2.99183
H  -1.85767  2.64313  0.69337
H  -0.55597  3.74989  0.95497
N  -3.58623  3.33036  -2.32303
C  -3.62617  2.15073  -1.71345
N  -4.50265  1.32437  -2.29161
O  -2.98542  1.93952  -0.56346
H  -2.88226  3.84673  -1.75610
H  -3.38358  3.46980  -3.31654
H  -4.76106  0.43149  -1.77086
H  -5.11702  1.43808  -3.15030
N  2.35485  -0.06290  4.49827
C  1.60659  -0.19274  3.46805
N  2.02754  0.47996  2.46205
O  0.30806  -0.86038  3.45767
H  2.11448  -0.63967  5.34077
H  3.08285  0.68412  4.61606
H  1.32747  0.54575  1.71535
H  2.68884  1.25785  2.55156
C  3.76133  1.76393  -0.58072
C  2.95669  3.07542  -0.64003
O  3.30643  3.76639  0.52881
H  3.46503  1.04753  -1.40284
H  3.51980  1.17112  0.31879
H  4.78652  2.03721  -0.74658
H  1.92824  2.92069  -0.73101
H  3.23646  3.55873  -1.56257
H  3.06363  4.70364  0.41316
C  -0.15191  2.68740  -2.44632
C  0.13111  1.24039  -2.90428
O  1.32937  0.87011  -2.44181
H  0.65492  3.36549  -2.69233
H  -0.29070  2.84060  -1.41504
H  -1.04773  3.10986  -2.94177
H  0.04874  1.10345  -3.98657
H  -0.56472  0.47653  -2.50397
H  1.21478  0.69257  -1.47635
C  2.34149  -2.50755  -1.22002
C  3.76531  -2.32236  -1.77860
O  4.35382  -1.16790  -1.28171
H  2.00505  -1.85333  -0.32655
H  2.05279  -3.49356  -0.87241
H  1.74653  -2.27337  -2.05357
H  3.67740  -2.23083  -2.87597
H  4.38991  -3.19142  -1.68087
H  5.15804  -0.87670  -1.76080
C  -3.03177  -2.96808  1.38494
C  -3.41698  -1.47953  1.77835
O  -2.81307  -1.31494  2.98220
H  -1.94296  -3.05304  1.37055
H  -3.59001  -3.29285  0.53414
H  -3.30518  -3.57904  2.24901
H  -4.51547  -1.34725  1.84291
H  -3.10149  -0.75970  1.06738
H  -2.64939  -0.38970  3.04058
C  -2.44629  -1.88383  -2.16811
C  -1.14405  -2.44961  -2.78817
O  -1.10723  -3.89412  -2.76605
H  -2.62730  -2.20753  -1.21654
H  -3.35118  -2.29867  -2.74395
H  -2.57663  -0.78058  -2.12798
H  -0.28477  -2.00391  -2.19624
H  -1.07847  -2.15975  -3.83988
H  -0.93191  -4.21055  -1.84846
C  -0.47451  -0.37718  0.33247
O  0.43368  0.66720  0.08967
H  -1.40835  -0.15708  -0.21233
H  -0.69284  -0.54241  1.41561
H  -0.18853  -1.32494  0.00390
H  0.25500  1.51100  0.59771
C  1.47201  -3.79216  2.39449
O  0.28596  -3.08860  1.86937
H  1.84738  -4.36448  1.66882
H  1.01715  -4.38862  3.23345
H  2.13394  -3.07386  2.80742
H  -0.06981  -2.46702  2.58409